Entry 1:
The following is a DFT calculation (ωB97M-V with the def2-TZVPD basis set) of a molecular structure, C2H6O.

Geometry as ORCA input:
```
! wB97M-V def2-TZVPD RIJCOSX def2/J DEFGRID3
* xyz 0 1
C -0.041 0.970 -0.116
C -0.050 -0.441 0.164
O -1.213 -0.970 0.590
H -0.598 1.577 0.617
H 1.225 0.585 -0.686
H -0.233 1.323 -1.123
H 0.825 -0.965 0.527
H 1.138 -0.320 -1.101
H -1.053 -1.758 1.127
*
```

Computed properties:
- E_HOMO (eV) = -8.544
- LUMO level (Eh) = 0.0211
- largest force on an atom (eV Å⁻¹) = 0.35

---

Entry 2:
The following is a DFT calculation (ωB97M-V with the def2-TZVPD basis set) of a molecular structure, C2H6O2 at a distorted geometry.

Geometry as ORCA input:
```
! wB97M-V def2-TZVPD RIJCOSX def2/J DEFGRID3
* xyz 0 1
O 0.996 0.030 -1.116
C 0.451 0.548 0.102
C -0.863 -0.454 0.484
O -0.844 -1.338 -0.543
H 1.524 0.927 -0.716
H 1.145 0.419 0.939
H 0.002 1.535 -0.047
H -0.643 -0.885 1.476
H -1.749 0.205 0.519
H -0.019 -0.989 -1.099
*
```

Computed properties:
- E_HOMO (eV) = -9.829
- LUMO level (Eh) = 0.0251
- largest force on an atom (eV Å⁻¹) = 5.07

---

Entry 3:
The following is a DFT calculation (ωB97M-V with the def2-TZVPD basis set) of 2 unconnected molecules or ions with the total composition C2H6O2 at a distorted geometry.

Geometry as ORCA input:
```
! wB97M-V def2-TZVPD RIJCOSX def2/J DEFGRID3
* xyz 0 1
C -1.616 0.765 0.053
C -2.143 -0.468 -0.088
H -1.710 1.264 1.035
H -1.179 1.270 -0.755
H -2.598 -0.889 0.767
H -2.134 -1.093 -1.008
O 2.037 0.467 -0.201
O 1.363 -0.739 0.168
H 2.462 0.476 0.680
H 0.510 -0.633 -0.246
*
```

Computed properties:
- E_HOMO (eV) = -9.998
- LUMO level (Eh) = 0.0428
- SMILES string = C=C.OO
- largest force on an atom (eV Å⁻¹) = 2.37

---

Entry 4:
The following is a DFT calculation (ωB97M-V with the def2-TZVPD basis set) of a molecular structure, C2H6O2P3 at a distorted geometry.

Geometry as ORCA input:
```
! wB97M-V def2-TZVPD RIJCOSX def2/J DEFGRID3
* xyz -1 1
C -0.068 -2.217 -0.683
C -0.058 0.464 0.214
O 0.603 -2.687 0.115
O -0.799 -1.937 -1.532
P 1.064 0.946 1.544
P -1.577 1.609 0.417
P 0.682 1.105 -1.300
H 0.452 -0.023 2.361
H 2.095 0.305 0.932
H -2.299 0.833 -0.597
H -2.079 0.926 1.642
H 0.131 0.155 -2.101
H 1.853 0.522 -1.012
*
```

Computed properties:
- E_HOMO (eV) = -2.086
- LUMO level (Eh) = 0.1297
- largest force on an atom (eV Å⁻¹) = 2.31

---

Entry 5:
The following is a DFT calculation (ωB97M-V with the def2-TZVPD basis set) of 2 unconnected molecules or ions with the total composition C2H6O2S2 at a distorted geometry.

Geometry as ORCA input:
```
! wB97M-V def2-TZVPD RIJCOSX def2/J DEFGRID3
* xyz 0 1
O -3.309 2.152 -1.176
C -2.462 1.625 -0.465
O -2.245 0.269 -0.399
H -1.742 2.223 0.137
H -2.888 -0.108 -1.079
C 0.869 -0.395 0.937
S 1.687 -1.140 -0.580
S 3.603 -1.964 -0.023
H 0.185 -1.158 1.419
H 0.505 0.697 0.814
H 1.714 -0.335 1.636
H 4.083 -1.866 -1.222
*
```

Computed properties:
- E_HOMO (eV) = -8.422
- LUMO level (Eh) = 0.0072
- SMILES string = O=CO.CSS
- largest force on an atom (eV Å⁻¹) = 2.49

---

Entry 6:
The following is a DFT calculation (ωB97M-V with the def2-TZVPD basis set) of 2 unconnected molecules or ions with the total composition C2H6O2S2 at a distorted geometry.

Geometry as ORCA input:
```
! wB97M-V def2-TZVPD RIJCOSX def2/J DEFGRID3
* xyz 0 1
O -0.330 -2.037 -0.724
C 0.504 -1.805 0.172
O 1.879 -1.851 -0.006
H 0.195 -1.768 1.330
H 2.002 -0.895 -0.074
C -1.432 1.108 -0.770
S 0.118 1.796 -0.365
S 0.609 1.108 1.613
H -1.419 0.227 -1.477
H -1.920 0.787 0.138
H -2.124 1.733 -1.392
H 1.917 1.596 1.555
*
```

Computed properties:
- E_HOMO (eV) = -8.629
- LUMO level (Eh) = -0.0036
- SMILES string = O=CO.CSS
- largest force on an atom (eV Å⁻¹) = 4.53